(1)
Entry from OMol25: an isolated molecule of C4H5BN2O at a distorted geometry (ωB97M-V/def2-TZVPD).

Computed properties:
- energy relative to the best compared isomer or geometry (same formula, charge and spin) (kJ/mol) = 333.4
- electronic energy (eV) = -9929.99866
- LUMO (eV) = 0.223
- maximum force (Eh/bohr) = 0.098
- multiplicity = 1

XYZ file:
```
13
Properties=species:S:1:pos:R:3:forces:R:3:mulliken_charge:R:1
B -1.051429 -0.425226 -1.118633 0.63 0.98 2.62 0.2707
C 1.313186 0.810949 -0.267097 -4.53 -2.00 0.89 -0.0315
C -0.319451 -0.402241 1.653662 -1.97 -0.08 -0.09 -0.0941
C 1.717843 0.696539 2.024890 1.70 0.78 -1.16 0.1479
C -0.480260 -0.180086 0.332796 2.88 0.37 -0.85 -0.0964
N 2.082810 0.995429 0.659687 0.67 0.25 0.89 -0.4745
N 0.665664 0.143942 2.435017 1.79 0.46 1.08 -0.4562
O -0.774998 -1.588335 -1.755570 0.15 0.16 2.36 -0.4775
H -1.524443 0.611105 -1.506380 -0.13 -0.53 -0.82 -0.0812
H 1.355995 1.129251 -1.287061 0.26 -0.03 -0.48 0.3524
H -1.026366 -0.907114 2.400080 0.43 0.35 -1.91 0.3124
H 2.604100 1.088042 2.585460 -1.51 -0.67 0.57 0.3275
H -0.813818 -1.436584 -2.656494 -0.37 -0.02 -3.09 0.3005
```
Positions in Å, forces in eV/Å.

---

(2)
Entry from OMol25: an isolated molecule of C2H5ClFN at a distorted geometry (ωB97M-V/def2-TZVPD).

Computed properties:
- energy relative to the best compared isomer or geometry (same formula, charge and spin) (kJ/mol) = 91.4
- electronic energy (eV) = -18884.02581
- LUMO (eV) = 1.032
- maximum force (Eh/bohr) = 0.087
- multiplicity = 1

XYZ file:
```
10
Properties=species:S:1:pos:R:3:forces:R:3:mulliken_charge:R:1
C -1.146290 0.113460 0.600941 -3.13 2.57 -0.34 -0.4638
C 0.077844 0.369657 -0.239811 -0.89 -0.83 -0.33 0.2139
H -2.041084 -1.545775 -0.279614 -0.47 0.47 -0.42 0.1665
H -2.790386 -0.085513 -0.851735 -0.01 0.29 0.00 0.1732
H -1.614202 1.178089 0.691155 1.07 -1.46 0.26 0.2454
H -1.134537 -0.280974 1.653882 0.60 0.04 -1.28 0.3312
H -0.309382 0.546826 -1.233629 0.11 -1.69 -0.79 0.2377
N -2.128787 -0.536570 -0.262612 0.85 -1.96 1.56 -0.4561
F 0.627790 1.536550 -0.061933 1.56 3.85 1.71 -0.2583
Cl 1.385392 -0.752018 0.014638 0.31 -1.27 -0.36 -0.1897
```
Positions in Å, forces in eV/Å.

---

(3)
Entry from OMol25: a 2-piece molecular cluster, C6H13IN overall at a distorted geometry (ωB97M-V/def2-TZVPD).

Computed properties:
- energy relative to the best compared isomer or geometry (same formula, charge and spin) (kJ/mol) = 172.0
- electronic energy (eV) = -16014.71170
- LUMO (eV) = -4.732
- net charge = +1
- maximum force (Eh/bohr) = 0.108
- multiplicity = 1

XYZ file:
```
21
Properties=species:S:1:pos:R:3:forces:R:3:mulliken_charge:R:1
C 0.072958 0.385895 3.030048 -0.95 2.30 -0.46 -0.6860
C -0.416143 1.509567 2.495229 0.90 -0.73 -0.03 -0.5236
C 1.112648 -1.918202 -1.937082 -3.01 -1.91 1.74 -1.3959
C 1.016262 -0.611065 -1.207691 3.32 -0.23 0.47 -0.0598
C -0.487150 1.383462 -0.380122 2.72 -0.25 -1.88 -1.6451
C -0.200002 -0.076196 -0.699042 -2.17 2.01 0.79 0.8266
N -1.256432 -0.769292 -0.625097 -2.11 -5.13 -0.55 -0.2458
I -0.906192 2.422047 -2.243081 0.46 -0.19 -0.09 0.1946
H -0.599325 -0.313755 3.336087 -2.05 -2.18 0.43 0.3153
H 0.995063 0.180747 3.454532 2.16 0.27 0.14 0.3308
H -1.488221 1.520543 2.238598 0.69 0.46 0.26 0.2708
H 0.845880 -2.872627 -1.319501 0.53 1.76 -0.73 0.2684
H 0.266295 -1.771869 -2.597159 0.43 -0.96 -1.42 0.3941
H 2.092849 -2.082153 -2.321368 0.35 0.11 -0.76 0.3876
H 1.853644 -0.642226 -0.495511 -0.48 0.77 0.52 0.3628
H 1.324129 0.117104 -1.931175 0.43 0.86 -0.42 0.2933
H -1.383262 1.663967 0.064074 -1.28 -0.49 1.35 0.5851
H 0.381788 1.810535 0.106764 -0.11 0.32 -0.19 0.3664
H -1.331921 -1.847574 -0.870318 0.72 2.93 0.56 0.3309
H -2.166227 -0.421225 -0.348331 0.22 0.43 0.09 0.2749
H 0.273358 2.332316 2.250147 -0.77 -0.14 0.17 0.3544
```
Positions in Å, forces in eV/Å.

---

(4)
Entry from OMol25: a 5-piece molecular cluster, CH14NO4 overall at a distorted geometry (ωB97M-V/def2-TZVPD).

Computed properties:
- energy relative to the best compared isomer or geometry (same formula, charge and spin) (kJ/mol) = 93.6
- electronic energy (eV) = -10940.38168
- LUMO (spin up / spin down) (eV) = 0.626 / 0.536
- expectation value of S² = 0.750
- maximum force (Eh/bohr) = 0.086
- multiplicity = 2

XYZ file:
```
20
Properties=species:S:1:pos:R:3:forces:R:3:mulliken_charge:R:1
C -0.758150 0.163528 -0.759746 2.08 -0.17 1.46 -1.6999
N -0.958629 -0.745675 0.394001 4.33 -0.73 0.51 -1.8566
H 0.178539 0.647414 -0.404087 -0.32 0.06 -1.32 0.3306
H -1.535543 0.887675 -0.794536 -0.70 0.34 -0.40 0.6286
H -0.637887 -0.567323 -1.553495 0.00 0.87 -0.81 0.4870
H -1.880467 -0.815651 0.623429 -3.84 -1.05 0.89 1.2446
H -0.464995 -1.640355 0.106917 -1.03 0.25 0.56 0.3754
H -0.450728 -0.455287 1.293692 -0.48 0.34 -1.04 0.5912
H 0.386189 0.600855 -4.306216 -1.79 0.98 0.20 0.2994
H 1.472098 0.022623 -5.029268 0.88 -0.46 -1.16 0.2985
O 1.185482 0.152893 -4.144470 0.91 -0.53 0.98 -0.6019
H -0.739391 3.462851 4.119179 -0.17 3.56 0.30 0.3481
H -1.548096 2.222895 4.140635 0.42 -0.09 -0.12 0.4069
O -0.643814 2.565537 4.027634 -0.25 -3.54 -0.30 -0.9565
H 1.047328 0.460029 2.941311 0.24 -0.32 0.07 0.3171
H 0.135189 1.504470 2.411432 -0.05 -0.03 -0.18 0.3566
O 0.658677 0.738209 2.104404 -0.10 0.38 0.26 -0.5569
H 2.038050 -2.538858 -1.878988 -0.85 0.60 0.22 0.3288
H 1.375897 -3.824558 -1.676732 -1.17 1.63 0.36 0.3128
O 1.140257 -2.841277 -1.615105 1.89 -2.11 -0.50 -0.6538
```
Positions in Å, forces in eV/Å.

---

(5)
Entry from OMol25: an isolated molecule of C5H11N at a distorted geometry (ωB97M-V/def2-TZVPD).

Computed properties:
- energy relative to the best compared isomer or geometry (same formula, charge and spin) (kJ/mol) = 144.1
- electronic energy (eV) = -6852.03468
- LUMO (eV) = 1.152
- maximum force (Eh/bohr) = 0.060
- multiplicity = 1

XYZ file:
```
17
Properties=species:S:1:pos:R:3:forces:R:3:mulliken_charge:R:1
C -2.263637 1.308571 -1.062953 0.57 -0.27 0.29 -1.0360
C -0.916630 0.653494 -0.876506 0.42 -0.79 0.36 0.0215
C -0.726910 -0.597141 -0.400137 0.38 2.29 -0.95 -0.3833
N 0.522987 -1.244926 -0.457358 -0.34 -2.07 1.01 -0.2660
C 1.710435 -0.641445 0.107678 0.42 3.02 -0.50 -0.5010
C 1.578962 -0.297680 1.591849 -0.53 -1.58 0.37 -0.9204
H -2.928152 0.700851 -1.688700 -0.04 -0.07 0.58 0.2890
H -2.576544 1.435857 -0.028601 -1.07 0.32 -0.23 0.2476
H -2.216369 2.269711 -1.576032 0.25 0.04 0.29 0.3091
H -0.018147 1.256543 -0.992981 -0.12 -0.09 -0.65 0.2083
H -1.528751 -1.136708 0.073360 -0.37 -0.48 -0.45 0.2819
H 0.331363 -2.153570 -0.026340 0.70 0.19 -0.25 0.2701
H 1.808785 0.352354 -0.374123 -0.14 -0.38 -0.15 0.2280
H 2.667812 -1.081902 -0.188910 -0.50 -0.73 0.20 0.3702
H 2.247400 0.444164 2.025279 -0.08 0.29 -0.47 0.3361
H 1.801736 -1.219910 2.146790 -0.34 0.13 0.22 0.2736
H 0.505660 -0.048264 1.727684 0.78 0.17 0.34 0.2713
```
Positions in Å, forces in eV/Å.

---

(6)
Entry from OMol25: a 2-piece molecular cluster, C4H4FN3O overall at a distorted geometry (ωB97M-V/def2-TZVPD).

Computed properties:
- energy relative to the best compared isomer or geometry (same formula, charge and spin) (kJ/mol) = 0.0
- electronic energy (eV) = -13443.52509
- LUMO (eV) = -1.518
- maximum force (Eh/bohr) = 0.137
- multiplicity = 1

XYZ file:
```
13
Properties=species:S:1:pos:R:3:forces:R:3:mulliken_charge:R:1
C 0.689206 -0.196945 0.776683 -3.79 -1.50 -2.75 0.6098
C 0.870054 -0.570825 -0.579806 -0.18 2.62 -2.23 -0.0743
C 0.131861 0.235485 -1.568690 0.35 0.02 -0.65 0.0581
C -1.561350 0.645761 -0.071019 -3.78 -0.69 5.02 0.4270
H 1.297620 0.169667 2.998718 1.25 -3.02 -4.71 0.3432
H 2.246678 -1.363576 1.551727 -1.18 1.76 0.29 0.2875
H 0.548047 0.503114 -2.720206 -0.93 -1.25 3.48 0.3164
H -1.003786 0.430102 1.996138 0.77 -0.49 -1.61 0.2544
N 1.584066 -0.543778 1.643035 1.17 1.59 6.75 -0.6090
N -1.061462 0.804030 -1.305171 1.06 -0.68 -0.02 -0.5109
N -0.631455 0.195085 1.036118 1.19 1.22 -0.56 -0.1705
O -2.755465 0.761184 0.465520 4.81 0.09 -3.40 -0.6456
F 2.104277 -1.077444 -0.945713 -0.74 0.33 0.40 -0.2861
```
Positions in Å, forces in eV/Å.

---

(7)
Entry from OMol25: an isolated molecule of C5H4 at a distorted geometry (ωB97M-V/def2-TZVPD).

Computed properties:
- energy relative to the best compared isomer or geometry (same formula, charge and spin) (kJ/mol) = 285.3
- electronic energy (eV) = -5243.23861
- LUMO (spin up / spin down) (eV) = -0.604 / -0.717
- maximum force (Eh/bohr) = 0.057
- multiplicity = 1

XYZ file:
```
9
Properties=species:S:1:pos:R:3:forces:R:3:mulliken_charge:R:1
C -1.198722 -0.256583 1.096365 0.66 0.60 0.28 -0.0747
C -1.363452 -0.854237 -0.086074 -0.86 -0.47 0.57 0.0978
C 0.603845 0.244611 -0.237930 -0.83 2.40 -1.04 -0.3805
C -0.051931 0.453902 1.120550 -0.93 -1.73 -1.31 -0.4770
C -0.381597 -0.715656 -0.953604 0.38 1.92 1.74 -0.5711
H 0.776783 1.360070 -0.696941 -0.70 -2.66 0.52 0.2241
H 1.589848 -0.151509 -0.210509 1.02 -0.46 0.30 0.2874
H 0.465812 0.861847 1.907569 0.82 1.20 1.74 0.4468
H -0.440585 -0.942446 -1.939425 0.44 -0.80 -2.80 0.4473
```
Positions in Å, forces in eV/Å.